# C23H30ClNO2

A single C23H30ClNO2 molecule (ωB97M-V/def2-TZVPD, OMol25).

The relative energy (zero: lowest compared OMol25 entry of this formula, charge and spin) is 0.000 eV. Its HOMO-LUMO gap is 8.83 eV. Its HOMO energy is -0.29936 hartree.

Geometry (Å):
C: 6.7248 0.3384 3.3051
O: 5.7593 1.2239 2.7966
C: 4.4840 0.7656 2.6245
C: 4.0535 -0.5251 2.9047
C: 2.7310 -0.8746 2.6875
C: 1.8131 0.0370 2.1864
C: 0.3867 -0.3640 1.9418
C: 0.1350 -0.9582 0.5342
C: 0.9567 -2.2542 0.3818
O: 0.7312 -3.2022 1.3981
C: 0.5427 0.0536 -0.5441
C: 0.0482 -0.3303 -1.9386
N: -1.3883 -0.4628 -1.9037
C: -2.0862 -0.3280 -3.1667
C: -2.1405 -1.5987 -4.0241
C: -3.5078 0.2197 -2.9026
C: -3.4623 1.2534 -1.8143
C: -4.0673 1.0274 -0.5855
C: -3.9636 1.9451 0.4451
C: -3.2415 3.1084 0.2445
Cl: -3.0840 4.2537 1.5344
C: -2.6448 3.3663 -0.9789
C: -2.7623 2.4403 -1.9978
C: -1.7756 -1.5592 -1.0476
C: -1.3723 -1.2236 0.3880
C: 2.2523 1.3303 1.9207
C: 3.5652 1.6926 2.1329
H: 6.8719 -0.5218 2.6433
H: 7.6500 0.9101 3.3611
H: 6.4588 -0.0164 4.3065
H: 4.7326 -1.2670 3.2953
H: 2.4094 -1.8807 2.9125
H: 0.0973 -1.1147 2.6802
H: -0.2601 0.5070 2.0654
H: 0.7678 -2.7087 -0.5992
H: 2.0201 -2.0119 0.4418
H: -0.1950 -3.4655 1.3704
H: 0.0939 1.0167 -0.2948
H: 1.6273 0.1698 -0.5572
H: 0.3124 0.4685 -2.6361
H: 0.5492 -1.2536 -2.2817
H: -1.5367 0.4358 -3.7282
H: -2.6038 -1.3807 -4.9829
H: -2.7190 -2.3765 -3.5313
H: -1.1351 -1.9731 -4.2043
H: -3.8916 0.6546 -3.8276
H: -4.1749 -0.5935 -2.6140
H: -4.6297 0.1195 -0.4221
H: -4.4329 1.7571 1.3984
H: -2.0923 4.2811 -1.1272
H: -2.2965 2.6444 -2.9501
H: -2.8584 -1.6822 -1.0900
H: -1.3142 -2.5130 -1.3624
H: -1.6920 -2.0247 1.0598
H: -1.9087 -0.3169 0.6740
H: 1.5549 2.0669 1.5493
H: 3.9080 2.6949 1.9289

# C24H31N3O4S

A single C24H31N3O4S molecule (ωB97M-V/def2-TZVPD, OMol25).

The relative energy (zero: lowest compared OMol25 entry of this formula, charge and spin) is 2.051 eV. Its HOMO-LUMO gap is 8.53 eV. Its HOMO energy is -0.29148 hartree.

Geometry (Å):
C: 3.3538 3.6775 -3.0979
O: 3.1156 3.0307 -1.8729
C: 2.5774 1.7703 -1.8885
C: 2.1739 1.1227 -3.0442
C: 1.6668 -0.1675 -2.9965
C: 1.5601 -0.8163 -1.7854
C: 1.9447 -0.1696 -0.6230
C: 2.4524 1.1230 -0.6373
N: 2.8955 1.7999 0.5094
C: 2.1979 3.0234 0.8406
C: 0.7959 2.6946 1.3712
N: 0.8262 1.4749 2.1717
C: -0.3188 0.7554 2.2511
O: -1.3000 1.1027 1.6161
C: -0.3437 -0.4439 3.2023
C: -1.7885 -0.8274 3.5565
C: -2.5179 -1.4633 2.3747
N: -1.7609 -2.5883 1.8706
S: -2.5831 -3.5728 0.8034
O: -3.8708 -3.8408 1.3720
O: -1.7182 -4.6782 0.5054
C: -2.7631 -2.5654 -0.6641
C: -1.7925 -2.6294 -1.6444
C: -1.8592 -1.7680 -2.7245
C: -2.8866 -0.8357 -2.8235
C: -2.9320 0.1257 -3.9706
C: -3.8604 -0.7972 -1.8303
C: -3.8011 -1.6582 -0.7486
C: -0.4368 -2.2215 1.4317
C: 0.3516 -1.6829 2.6211
C: 2.0997 1.2210 2.7984
C: 3.2046 1.0679 1.7185
H: 4.0261 3.0967 -3.7372
H: 2.4227 3.8803 -3.6380
H: 3.8308 4.6224 -2.8408
H: 2.2636 1.6113 -4.0014
H: 1.3687 -0.6542 -3.9124
H: 1.1702 -1.8208 -1.7304
H: 1.8311 -0.6913 0.3128
H: 2.1224 3.6580 -0.0395
H: 2.7901 3.5516 1.5928
H: 0.4037 3.5224 1.9750
H: 0.1033 2.5189 0.5443
H: 0.1586 -0.1449 4.1296
H: -2.3402 0.0597 3.8693
H: -1.7626 -1.5378 4.3846
H: -3.4881 -1.8512 2.6866
H: -2.6605 -0.7046 1.5946
H: -1.0117 -3.3679 -1.5517
H: -1.1047 -1.8133 -3.4956
H: -2.4129 1.0449 -3.6976
H: -2.4419 -0.2905 -4.8472
H: -3.9579 0.3811 -4.2242
H: -4.6684 -0.0843 -1.9039
H: -4.5558 -1.6516 0.0217
H: 0.0272 -3.1262 1.0356
H: -0.4827 -1.4586 0.6377
H: 1.3738 -1.4627 2.3113
H: 0.3874 -2.4556 3.3916
H: 2.3386 2.0754 3.4448
H: 2.0626 0.3321 3.4222
H: 3.3837 0.0209 1.4788
H: 4.1400 1.4766 2.1236

# C4H10O2

2 unconnected molecules or ions with the total composition C4H10O2 (ωB97M-V/def2-TZVPD, OMol25).

The relative energy (zero: lowest compared OMol25 entry of this formula, charge and spin) is 2.483 eV. Its HOMO-LUMO gap is 10.06 eV. Its HOMO energy is -0.33471 hartree.

Geometry (Å):
C: 0.0312 -2.9748 -0.2779
C: -1.1736 -2.4139 0.0282
O: -1.3771 -1.4853 1.0382
H: 0.1141 -3.6790 -1.0971
H: 0.9544 -2.6470 0.1975
H: -2.0365 -2.4963 -0.7451
H: -0.6082 -1.7739 1.5744
C: 1.1777 1.3363 -0.4506
C: 0.2086 2.4360 0.0528
O: -0.5557 1.9774 1.0828
H: 0.7111 0.4525 -0.8209
H: 1.7417 1.7140 -1.3105
H: 1.9309 1.1176 0.3817
H: -0.3004 2.8605 -0.8433
H: 0.6589 3.3884 0.3104
H: -1.4770 2.1877 0.8793

# C30H38MnN5O3PS3

A molecular structure, C30H38MnN5O3PS3 (ωB97M-V/def2-TZVPD, OMol25).

The relative energy (zero: lowest compared OMol25 entry of this formula, charge and spin) is 0.000 eV. As for the expectation value of S²: 8.75. The multiplicity is 6. Its HOMO-LUMO gap (alpha / beta) is 7.62 / 7.59 eV. Its HOMO energy (alpha / beta) is -0.27557 / -0.27641 hartree.

Geometry (Å):
Mn: 0.7255 0.4618 -0.6405
C: -1.1106 3.9783 -2.8062
C: -0.6309 2.9488 -1.8342
N: 0.0180 1.9279 -2.2103
N: 0.2864 1.8333 -3.5284
C: 1.0554 0.7492 -3.7232
O: 1.4965 -0.0254 -2.8125
C: 1.4386 0.5499 -5.1604
C: 2.3103 -0.4660 -5.5229
C: 2.8508 -0.5845 -6.7951
C: 2.4938 0.3534 -7.7671
C: 1.6256 1.3878 -7.4174
C: 1.0692 1.4644 -6.1536
C: -0.9711 3.1003 -0.4044
C: -1.7454 4.1239 0.0512
C: -2.0009 4.2046 1.4142
C: -1.4843 3.2509 2.2282
C: -0.6813 2.2376 1.6963
N: -0.4164 2.2004 0.4059
H: -2.0428 3.6973 -3.2927
H: -0.3683 4.0980 -3.5558
H: -1.3000 4.9444 -2.3363
H: 2.6391 -1.1684 -4.7159
H: 3.5612 -1.3258 -7.0685
H: 2.9051 0.3108 -8.7829
H: 1.3817 2.1603 -8.1633
H: 0.4441 2.3413 -5.9027
H: -2.1905 4.7840 -0.6772
H: -2.5660 4.9980 1.8755
H: -1.6374 3.3219 3.3240
H: -0.2568 1.5304 2.3741
C: 2.5614 -3.6832 0.0340
S: 1.9396 -2.5721 -1.2541
C: 3.3742 -2.5407 -2.3855
O: 1.9374 -1.2634 -0.4521
H: 3.0750 -4.5608 -0.3985
H: 1.6691 -3.9306 0.5796
H: 3.2298 -3.1022 0.6320
H: 3.1887 -3.2174 -3.1739
H: 4.2867 -2.7819 -1.8883
H: 3.3962 -1.5397 -2.7847
C: -3.2850 -0.6250 -2.2519
C: -1.8258 -0.9458 -2.0501
O: -1.3491 -0.5677 -0.7693
H: -3.6489 -1.1426 -3.1317
H: -3.4446 0.4829 -2.3889
H: -3.8822 -1.0177 -1.4348
H: -1.2348 -0.4052 -2.7966
H: -1.6356 -2.0341 -2.2298
H: -1.3946 -1.3198 -0.0825
S: -1.1363 -2.9605 1.5522
P: -0.4794 -1.6519 2.8996
S: 1.0130 -0.5301 2.2633
C: -0.1663 -2.5960 4.4929
C: 1.1064 -2.5762 5.0644
C: 1.3227 -3.3674 6.1743
C: 0.3313 -4.1372 6.7385
C: -0.9101 -4.1491 6.1177
C: -1.1868 -3.3822 5.0010
C: -1.8072 -0.4961 3.4314
C: -2.9346 -0.3859 2.6156
C: -3.8886 0.5561 2.9549
C: -3.7504 1.3753 4.0758
C: -2.6248 1.2601 4.8549
C: -1.6707 0.3102 4.5457
H: 1.8835 -1.9315 4.6170
H: 2.2376 -3.3390 6.6795
H: 0.5202 -4.7101 7.6609
H: -1.6986 -4.7606 6.4736
H: -2.1954 -3.3529 4.5315
H: -2.9837 -0.9447 1.7342
H: -4.7465 0.7587 2.3292
H: -4.5116 2.0776 4.3728
H: -2.5326 1.8904 5.7509
H: -0.8169 0.1381 5.1832
N: 2.7592 2.2055 1.1972
N: 2.7885 1.3960 0.0183
H: 3.6842 2.3554 1.6084
H: 2.1097 1.7942 1.8297
H: 3.3317 0.5496 0.0794
H: 3.0962 1.9825 -0.7193

# C5H10BrP

A single C5H10BrP molecule (ωB97M-V/def2-TZVPD, OMol25).

The relative energy (zero: lowest compared OMol25 entry of this formula, charge and spin) is 2.337 eV. Its HOMO-LUMO gap is 9.66 eV. Its HOMO energy is -0.32540 hartree.

Geometry (Å):
C: -2.2706 2.0812 0.2786
C: -1.7616 0.8602 0.3166
Br: -2.7626 -0.6229 -0.3838
C: -0.3227 0.5537 0.9617
P: 1.3940 -0.8414 0.7205
C: 0.4893 -2.0406 -0.2998
C: 2.3629 -0.1536 -0.6370
H: -1.8065 3.0303 0.7429
H: -3.3363 2.3024 -0.0834
H: 0.3160 1.3651 0.6402
H: -0.6252 0.6166 1.9545
H: 1.0576 -2.7845 -0.8015
H: -0.0458 -1.6727 -1.1299
H: -0.4186 -2.4797 0.1781
H: 2.2408 0.9482 -0.4915
H: 2.0402 -0.6216 -1.5297
H: 3.4492 -0.5405 -0.4365

# C7H14N2

2 unconnected molecules or ions with the total composition C7H14N2 (ωB97M-V/def2-TZVPD, OMol25).

The relative energy (zero: lowest compared OMol25 entry of this formula, charge and spin) is 0.392 eV. As for the expectation value of S²: 0.75. The multiplicity is 2. The charge is -1. Its HOMO-LUMO gap (alpha / beta) is 2.55 / 8.51 eV. Its HOMO energy (alpha / beta) is 0.04194 / -0.18070 hartree.

Geometry (Å):
C: 0.4176 1.7515 2.2971
C: -0.7639 1.9743 1.3180
H: 0.0179 1.6622 3.3114
H: 1.0150 0.8877 2.0270
H: 1.0846 2.6121 2.2849
H: -0.5666 1.5740 0.3239
H: -0.8978 3.0439 1.1781
H: -1.6748 1.5543 1.7445
C: 1.3281 -1.0441 -1.5483
C: 2.3666 -0.8018 -0.4386
C: -0.1140 -0.9744 -1.1568
C: -0.9538 -1.6006 -0.2639
C: -2.1493 -0.5979 -1.7994
N: -0.9033 -0.3669 -2.1336
N: -2.2197 -1.3561 -0.6919
H: 1.5183 -0.3466 -2.3596
H: 1.5292 -2.0281 -1.9917
H: 2.6876 -1.7040 0.0757
H: -0.8594 -1.9098 0.7673
H: -3.0210 -0.3039 -2.3550
H: -3.0470 -1.5670 -0.1216
H: 1.9628 -0.1793 0.3589
H: 3.2429 -0.2795 -0.8264

Values of energy, in order: -1559.8495 -1796.5501 -308.8069 -4352.4706 -3111.7605 -384.5717, all in Eh.